Molecular formula: C26H66F6N9O8P3V
Method: DFT, ωB97M-V with the def2-TZVPD basis set

Structure (ORCA input):
```
! RIJCOSX wB97M-V def2-TZVPD def2/J DEFGRID3
* xyz 0 2
V 10.2515 18.8382 8.2839
P 6.7775 18.1291 7.3238
P 10.6507 14.6845 3.8574
P 8.9972 21.2935 10.6829
F 11.8603 23.2191 5.7756
F 13.1507 21.9702 4.5723
F 12.5674 15.5694 9.0206
F 13.7331 16.2146 10.7823
F 11.9961 14.9897 11.0397
F 13.6187 22.0873 6.6249
O 12.4482 19.7174 6.2541
O 10.6237 20.6814 7.0151
O 12.1027 18.4208 9.6645
O 10.2821 17.2562 9.8342
O 8.1226 18.6462 7.8211
O 9.5404 20.1572 9.8297
O 9.1589 14.9887 3.8856
O 10.6423 17.8190 7.1097
N 5.4476 18.9708 7.9323
N 11.2506 14.2584 5.3811
N 6.4712 16.5230 7.6860
N 11.0118 13.3080 2.9306
N 9.9336 21.6770 12.0471
N 7.3760 20.9923 11.3162
N 6.5760 18.2571 5.5868
N 11.6420 15.9675 3.3288
N 8.8514 22.7907 9.8233
C 12.5423 22.0664 5.7977
C 4.1135 18.4315 8.2313
C 11.5921 20.8194 5.9813
C 7.7064 17.8735 4.6174
C 13.1081 15.9200 3.0485
C 10.0908 23.6355 9.5725
C 10.3543 13.9842 6.4982
C 12.6761 14.0242 5.6912
C 6.5139 22.0892 11.7611
C 10.5614 12.0029 3.3406
C 12.5120 15.9729 10.2994
C 11.6026 17.2405 10.3323
C 5.2741 18.2636 4.8825
C 7.8633 22.9506 8.7677
C 7.2192 19.7032 11.9981
C 13.2325 19.0795 10.3155
C 5.5003 20.4396 8.1787
C 13.6627 20.3169 9.4737
C 11.1049 17.3337 3.3990
C 13.4362 19.2508 5.3202
C 13.7840 17.8370 5.8589
C 10.9997 13.4278 1.4417
C 9.4592 22.5819 13.1270
C 11.0454 20.7166 12.4142
C 5.7322 15.5343 6.8813
C 7.0423 15.9162 8.8742
H 11.4618 14.3820 1.1884
H 7.4480 16.6362 9.5850
H 12.8040 13.3170 6.5107
H 8.0374 16.8408 4.7272
H 10.3864 12.9176 6.7206
H 13.9620 17.9424 6.9291
H 8.5709 18.4868 4.8714
H 10.6985 14.5842 7.3406
H 13.0591 15.0039 5.9769
H 3.7107 18.6981 9.2084
H 11.6124 12.6250 1.0316
H 5.3602 20.6551 9.2380
H 14.6511 17.5588 5.2598
H 13.0715 19.1200 4.3014
H 6.4469 14.9125 6.3421
H 6.8849 22.7088 9.1828
H 9.8986 24.6989 9.7157
H 7.8470 15.2566 8.5493
H 11.1663 17.8204 4.3724
H 12.0017 21.2054 12.2279
H 13.3028 13.7462 4.8438
H 13.1055 21.1967 9.7955
H 5.2397 17.4649 4.1416
H 10.0316 17.2583 3.2247
H 8.8590 22.0064 13.8318
H 10.3577 23.4526 8.5317
H 6.1712 19.4291 12.1193
H 7.4037 18.0583 3.5867
H 10.2766 22.9658 13.7373
H 14.1074 18.4297 10.3352
H 14.2384 19.9881 5.2872
H 9.5155 12.0526 3.6434
H 5.5301 21.9675 11.3079
H 10.0094 13.3871 0.9882
H 7.5579 19.8674 13.0211
H 12.9324 17.1738 5.7071
H 10.9176 19.7586 11.9102
H 6.3722 20.8699 7.6861
H 13.3403 15.2033 2.2608
H 5.2096 14.8187 7.5160
H 4.4701 18.1061 5.6014
H 8.8818 23.4167 12.7296
H 13.5513 16.9096 2.9364
H 5.1888 19.2058 4.3412
H 8.0554 22.2939 7.9192
H 7.6974 18.8020 11.6144
H 14.6949 20.5355 9.7476
H 4.6462 20.9115 7.6929
H 3.3759 18.8588 7.5519
H 13.1030 19.4322 11.3387
H 11.5915 17.9859 2.6738
H 11.0232 20.4426 13.4689
H 11.2238 11.5452 4.0752
H 10.5877 11.3358 2.4790
H 6.7720 23.0955 11.4310
H 13.5724 15.5934 3.9790
H 4.0061 17.3572 8.0817
H 10.8952 23.3122 10.2332
H 6.2580 15.3362 9.3604
H 13.5518 20.2381 8.3922
H 11.1765 20.5223 5.0184
H 7.8454 24.0205 8.5598
H 5.0790 16.0070 6.1478
H 6.4398 22.0932 12.8486
H 11.4754 17.4727 11.3897
H 9.3126 14.2863 6.3905
*
```

Molar mass, g/mol: 890.72
HOMO-LUMO gap (alpha / beta), eV: 8.44 / 8.44

Molecular formula: C48H45BrN6O3Se2SiTi
Method: DFT, ωB97M-V with the def2-TZVPD basis set

Structure (ORCA input):
```
! RIJCOSX wB97M-V def2-TZVPD def2/J DEFGRID3
* xyz 2 1
Br -0.8854 2.4806 0.9019
Se 2.4063 -1.6866 0.2067
Se -0.5192 -3.5055 -0.8662
Ti 0.5682 0.5489 0.7434
Si 3.4154 1.9698 -0.2330
O 1.9957 1.2056 0.1517
O -11.2746 -1.9974 -2.7235
O 4.6221 -0.1976 5.8525
N 5.2164 -0.3018 3.6783
N -5.5103 -1.4382 0.1653
N -0.3623 0.0557 -0.9864
N -5.1225 -0.6360 -1.8737
N -0.7755 -0.8922 1.4656
N 1.1886 0.6762 2.7478
C 4.0982 3.4688 -2.5587
C -3.1384 -1.3043 1.0451
C -0.1006 0.4754 -2.2178
C -1.0876 0.6001 -3.1996
C 3.0444 3.0282 -1.7590
C 4.3716 -0.0087 4.6889
C 4.7393 0.6604 -0.6417
C -1.6329 -0.3073 -0.6712
C -3.9753 -0.6217 -1.1796
C -0.8976 -1.5228 2.6242
C -2.6865 -0.2092 -1.6123
C 3.8453 2.9999 1.3008
C -9.6901 -1.9206 -0.8917
C -6.0474 -1.1227 -1.0606
C 2.8374 3.4017 2.1754
C 1.7532 3.4587 -2.0650
C -9.0915 -1.3208 -3.1551
C 3.1160 4.2087 3.2642
C 2.2410 -2.7413 -1.4479
C 4.4110 4.6543 3.4771
C -7.7986 -1.1069 -2.7611
C 3.8719 4.3245 -3.6218
C -2.3943 0.2765 -2.8923
C 1.5278 4.3152 -3.1292
C 6.7089 -1.1896 -1.3949
C 5.4189 4.2918 2.5993
C 6.7955 -0.5322 -0.1808
C 2.2305 1.1090 5.2857
C 2.4496 0.3365 3.0352
C 2.5872 4.7595 -3.9033
C 5.6485 -0.9126 -2.2426
C -7.4163 -1.3188 -1.4244
C 5.1389 3.4673 1.5240
C -12.2879 -2.5029 -1.8774
C 0.4376 1.2168 3.7188
C -4.1843 -1.1340 0.1206
C -1.8540 -0.8280 0.6457
C 4.6750 -0.0049 -1.8660
C 0.9281 1.4762 4.9892
C -1.2862 -3.4426 -2.6600
C 5.8276 0.3893 0.1845
C 3.0073 0.5113 4.2922
C 1.3428 -3.9552 -1.3659
C -2.1087 -2.0573 3.0786
C -3.2383 -1.9175 2.3078
C -8.3898 -1.7084 -0.4978
C 3.3107 -2.9904 1.3726
C -10.0599 -1.7594 -2.2333
H -2.1453 -2.5508 4.0371
H 5.5980 -1.3957 -3.2062
H 3.2583 -3.0268 -1.7273
H 2.6916 -3.8720 1.5327
H 5.1033 3.1368 -2.3413
H -0.7408 -2.7310 -3.2746
H 1.8122 3.1036 1.9721
H -0.8223 0.9546 -4.1831
H -7.0447 -0.7822 -3.4600
H 5.0795 0.0017 2.7285
H 3.8602 0.2192 -2.5416
H 5.9307 3.1999 0.8405
H -1.2500 -4.4358 -3.0988
H 6.4230 4.6609 2.7432
H -6.0199 -1.8229 0.9439
H -3.2003 0.3806 -3.6031
H 2.4141 5.4449 -4.7194
H 4.7001 4.6600 -4.2260
H -9.3973 -1.1696 -4.1767
H 0.9193 3.1272 -1.4504
H 1.8586 -2.0165 -2.1726
H 7.6330 -0.7227 0.4710
H 0.2953 1.9426 5.7290
H 2.3228 4.5082 3.9340
H 7.4682 -1.9014 -1.6833
H -8.1390 -1.8342 0.5465
H 4.6278 5.3016 4.3125
H -11.9954 -3.4561 -1.4293
H 0.9380 0.7284 -2.4264
H 6.1472 -0.5895 3.9376
H 3.5041 -2.4934 2.3242
H -0.5895 1.4671 3.4690
H -10.4218 -2.2112 -0.1558
H -2.3185 -3.1234 -2.5531
H 1.7116 -4.6752 -0.6349
H 0.5267 4.6522 -3.3490
H -4.1874 -2.2900 2.6620
H -13.1543 -2.6562 -2.5173
H 1.2884 -4.4469 -2.3386
H 3.0251 -0.0884 2.2129
H 4.2550 -3.2674 0.9048
H -12.5389 -1.7903 -1.0877
H 5.9508 0.9394 1.1078
H -0.0009 -1.6128 3.2318
H 2.6621 1.2621 6.2654
*
```

Molar mass, g/mol: 1067.70
HOMO-LUMO gap, eV: 5.03

Molecular formula: C22H48N6O9
Method: DFT, ωB97M-V with the def2-TZVPD basis set

Structure (ORCA input):
```
! RIJCOSX wB97M-V def2-TZVPD def2/J DEFGRID3
* xyz 0 1
O -9.4432 -1.4658 0.0969
O 7.2892 -1.9138 0.8942
O -1.4036 -6.8306 4.2970
O -0.4995 -0.9656 1.1465
O 3.1646 -2.1866 5.9194
O 0.0001 1.1626 0.5516
O -0.8123 9.3767 -3.5639
O 0.0817 -0.3251 -0.8760
O 3.0999 -3.2046 -4.8942
N -3.5214 -7.2652 3.7231
N -2.8134 9.8502 -4.7145
N 2.4572 -2.0387 -6.8214
N -8.2420 -0.5695 -1.6567
N 8.6111 -0.9096 2.4185
N 3.2848 -0.7467 7.6388
C 7.4652 -1.1135 1.8207
C -2.2218 -7.1940 3.4620
C 9.8542 -1.6823 2.1030
C 1.2520 2.8317 -0.2704
C -1.4800 10.0276 -4.3979
C -3.6439 8.9442 -3.8733
C -3.5756 10.6205 -5.7143
C -7.0007 -0.6693 -2.3774
C 4.4066 -1.3098 8.2837
C 1.2881 -1.7486 -7.5871
C 0.1982 1.7878 -0.6512
C -8.3723 -1.0798 -0.4280
C -0.1806 -0.1055 0.3154
C 0.3991 0.7688 -1.7288
C 2.2876 -2.9147 -5.8076
C 8.7950 0.1428 3.4196
C -4.4971 -7.3543 2.6436
C -9.3353 -0.5391 -2.6060
C 3.6681 -1.1927 -7.0168
C 2.4819 0.1516 8.4872
C -4.1846 -6.9880 5.0319
C 2.6970 -1.2943 6.5846
H -3.8054 9.9745 -6.5616
H -4.0304 8.0407 -4.3448
H 1.0057 3.5567 0.5053
H -7.0428 -0.4190 -3.4375
H 5.1833 -1.7860 7.6853
H 9.7270 0.6849 3.2600
H -0.7743 2.2429 -0.8390
H 9.5939 -2.7332 1.9763
H 1.4999 0.4538 8.1232
H 3.0963 1.0012 8.7851
H -7.5019 -0.9051 0.2232
H 8.7951 -0.2968 4.4171
H -6.2127 -0.0619 -1.9323
H -6.6760 -1.6882 -2.1667
H 0.4754 -2.4500 -7.7761
H 10.2115 -1.3766 1.1197
H 3.3389 -0.1539 -6.9920
H -8.9498 -0.2523 -3.5843
H -4.4490 11.1684 -5.3607
H 1.6504 -1.6855 -8.6132
H 0.8345 -0.7665 -7.4541
H 6.7472 -0.3725 2.2049
H 1.5739 3.3615 -1.1669
H -1.0732 10.7850 -5.0857
H 8.0092 0.8970 3.4618
H 4.0491 -2.0058 9.0426
H -10.0346 0.2257 -2.2681
H -5.3450 -8.0323 2.7408
H -0.3073 0.7598 -2.5589
H -4.4776 9.4938 -3.4363
H 4.1536 -1.3881 -7.9730
H -1.9546 -7.5005 2.4388
H 1.2711 -3.3377 -5.8111
H -5.0004 -7.6115 5.3975
H -4.9202 -6.3579 2.5157
H -4.0782 -7.5825 1.6635
H -3.0691 8.5165 -3.0518
H 4.8536 -0.4347 8.7554
H -9.7302 -1.5529 -2.6720
H 2.3225 -0.1463 9.5235
H 10.5908 -1.6749 2.9065
H 1.4443 0.7056 -2.0316
H -2.8664 11.3998 -5.9936
H -4.7455 -6.0632 4.8966
H -3.5231 -6.9191 5.8955
H 2.1507 2.2562 -0.0484
H 4.5545 -1.3434 -6.4006
H 1.8813 -0.6825 6.1692
*
```

Molar mass, g/mol: 540.66
HOMO-LUMO gap, eV: 9.29
SMILES: C[C@H]1COC(=O)O1.CN(C)C=O.CN(C)C=O.CN(C)C=O.CN(C)C=O.CN(C)C=O.CN(C)C=O

Molecular formula: C4H11NO2
Method: DFT, ωB97M-V with the def2-TZVPD basis set

Structure (ORCA input):
```
! RIJCOSX wB97M-V def2-TZVPD def2/J DEFGRID3
* xyz 0 1
O -1.9469 2.8737 0.4574
O 1.0651 -1.5310 1.0208
N -0.3286 1.3445 0.7838
C 1.5314 -0.7861 -1.2997
C -1.6121 1.7058 0.4869
C 2.0567 -1.1240 0.0764
C -2.5006 0.5403 0.1702
H -1.9922 -0.4177 0.1812
H -0.0765 0.3865 0.9341
H 0.7016 -1.4136 -1.6065
H -2.8833 0.7007 -0.8288
H 2.3004 -0.9309 -2.0459
H -3.4009 0.5686 0.7749
H 2.5536 -0.2436 0.4602
H 2.7631 -1.9328 -0.0093
H 1.1146 0.2185 -1.2869
H 0.3163 2.0140 1.1624
H 0.3383 -1.9730 0.5688
*
```

Molar mass, g/mol: 105.14
HOMO-LUMO gap, eV: 10.42
SMILES: CC(N)=O.CCO

Molecular formula: C4H7NO2
Method: DFT, ωB97M-V with the def2-TZVPD basis set

Structure (ORCA input):
```
! RIJCOSX wB97M-V def2-TZVPD def2/J DEFGRID3
* xyz 0 1
O -0.3693 -1.5142 0.8286
O 1.0719 -0.8728 -2.3201
N -1.4703 0.4388 1.2372
C -0.3553 -0.1459 0.6334
C 0.1857 0.5023 -0.5759
C 1.3033 0.3039 0.3982
C 0.1326 -0.2952 -1.8299
H -1.9429 -0.0171 2.0021
H -1.9252 1.2438 0.8412
H -0.8839 -0.3457 -2.2711
H 2.0966 -0.3318 -0.0530
H -0.1659 1.5222 -0.6942
H 1.7400 1.1613 0.8974
H 0.5827 -1.6495 0.9061
*
```

Molar mass, g/mol: 101.10
HOMO-LUMO gap, eV: 9.27
SMILES: N[C@]1(O)C[C@H]1C=O

Molecular formula: C4H6O2
Method: DFT, ωB97M-V with the def2-TZVPD basis set

Structure (ORCA input):
```
! RIJCOSX wB97M-V def2-TZVPD def2/J DEFGRID3
* xyz 0 1
O 0.4546 1.8275 -1.2732
O 0.7188 -1.0739 0.7976
C 1.2210 0.0368 0.0331
C -1.2598 0.2345 -0.7605
C 0.0911 -0.7374 1.8923
C 0.1360 0.7989 -0.7213
H -0.2193 -1.7326 2.2932
H 1.7470 0.7279 0.6940
H -1.2490 -0.8455 -0.9382
H 1.9233 -0.3844 -0.6910
H -1.7376 0.3997 0.2125
H -1.8260 0.7488 -1.5386
*
```

Molar mass, g/mol: 86.09
HOMO-LUMO gap, eV: 9.46

Molecular formula: H19O10
Method: DFT, ωB97M-V with the def2-TZVPD basis set

Structure (ORCA input):
```
! RIJCOSX wB97M-V def2-TZVPD def2/J DEFGRID3
* xyz -1 1
O 2.2295 1.4093 -1.4829
O -2.1365 0.6973 0.3331
O -0.2315 -2.5187 -0.1329
O -1.0065 0.3033 -2.9219
O 1.3715 -2.8867 -2.4779
O -0.3115 0.1573 -0.5379
O 0.1905 1.0623 1.9791
O -0.5705 3.0483 -0.8479
O 2.6995 -0.2987 2.6391
O -1.6215 0.4733 2.9591
H -1.2235 0.3973 -0.0719
H -0.4505 2.1863 -0.7119
H 1.9075 -3.4117 -1.9249
H 1.8935 0.0933 2.3171
H 2.6265 0.7493 -1.9199
H -1.8255 -0.3717 3.0101
H -1.0045 2.9633 -1.7069
H 1.3855 0.8043 -1.1299
H 0.0805 -2.3767 0.8401
H -0.4735 -1.5767 -0.3719
H -1.6375 -0.2577 -2.8369
H -0.5685 0.7763 2.4941
H -2.6905 0.2423 -0.2569
H 0.3615 -0.3577 -0.1269
H -1.6645 0.5133 2.0291
H 0.9475 -2.2987 -1.8679
H -0.6915 0.3713 -1.9509
H 0.1095 0.6523 1.1731
H 2.3055 -0.5457 3.5051
*
```

Molar mass, g/mol: 179.14
HOMO-LUMO gap, eV: 9.61

Molecular formula: C4H12N4
Method: DFT, ωB97M-V with the def2-TZVPD basis set

Structure (ORCA input):
```
! RIJCOSX wB97M-V def2-TZVPD def2/J DEFGRID3
* xyz 0 1
N 2.7068 0.3329 -0.6343
N 0.8194 -1.7187 -0.3764
N 1.0472 1.8958 0.0621
N -1.1304 0.9945 1.2020
C -2.0480 -0.9591 -0.2849
C -0.9619 0.0906 -0.2786
C 1.3962 0.6699 -0.3125
C 0.4079 -0.3406 -0.3868
H 3.4209 0.8152 -0.1100
H -1.2012 0.9424 -0.9193
H -1.8704 -1.7263 0.4714
H 1.7994 2.5699 -0.0275
H -0.2733 1.6387 0.9824
H -2.0692 -1.4570 -1.2567
H -0.9620 0.4107 2.0156
H -3.0324 -0.5194 -0.1132
H 0.6618 -2.2156 0.4941
H -1.9992 1.5141 1.3045
H 2.8445 -0.6677 -0.6952
H 0.4437 -2.2703 -1.1368
*
```

Molar mass, g/mol: 116.17
HOMO-LUMO gap, eV: 7.27

Molecular formula: C8H12O4
Method: DFT, ωB97M-V with the def2-TZVPD basis set

Structure (ORCA input):
```
! RIJCOSX wB97M-V def2-TZVPD def2/J DEFGRID3
* xyz 0 1
O 0.8350 -1.3408 -0.9640
O 2.7017 -1.9727 0.0385
O 1.5416 1.3524 -0.6303
O -3.0395 -0.7693 1.0326
C -2.3643 -0.3135 -1.2720
C -1.6571 -0.4792 1.0650
C 2.2342 0.4735 -0.1719
C 3.4610 0.7428 0.6436
C -2.1493 1.1141 -0.6775
C -1.3137 0.9069 0.6122
C -2.2596 -1.2096 -0.0595
C 1.8453 -1.0144 -0.3941
H -3.3560 -0.3639 -1.7757
H 3.4919 -1.5807 0.4276
H 3.4262 0.2130 1.6066
H -1.5864 -0.5863 -1.9863
H -3.1314 1.5675 -0.4123
H -1.0394 -1.0081 1.7843
H -1.6593 1.7877 -1.4012
H -0.2511 0.9055 0.3691
H 3.5704 1.8019 0.8364
H -1.4949 1.6680 1.3837
H 4.3513 0.3993 0.0972
H -2.1566 -2.2942 -0.1519
*
```

Molar mass, g/mol: 172.18
HOMO-LUMO gap, eV: 8.98
SMILES: C1C[C@@H]2O[C@@H]2C1.CC(=O)C(=O)O

Look up the molar mass of the seventh one.
179.14 g/mol